1.
{"formula": "C29H38CaN4O2P2", "method": "wB97M-V/def2-TZVPD", "de_lowest_kj_mol": 582.4, "fmax_ev_per_a": 3.94, "charge": 0, "species": ["Ca", "C", "C", "C", "C", "C", "C", "C", "C", "C", "H", "H", "H", "H", "H", "H", "H", "H", "H", "H", "H", "H", "H", "H", "H", "P", "P", "N", "N", "N", "N", "C", "C", "C", "C", "C", "C", "C", "C", "C", "C", "C", "C", "C", "C", "C", "C", "C", "C", "H", "H", "H", "H", "H", "H", "H", "H", "H", "H", "H", "H", "H", "H", "H", "H", "H", "H", "H", "H", "C", "O", "C", "O", "H", "H", "H"], "positions_angstrom": [[-0.22000, 1.92662, -0.83530], [-1.91084, 1.94254, -4.53705], [-2.02119, 0.65823, -4.13435], [-1.23100, -0.48704, -4.74542], [0.21312, -0.12911, -5.10505], [0.94128, 0.69123, -4.06297], [0.99832, 2.03729, -4.09913], [0.38800, 2.83912, -5.23432], [-1.05245, 2.39302, -5.66133], [0.88124, 0.76667, 4.74006], [-2.57994, 2.70251, -4.14622], [-2.84447, 0.32697, -3.47734], [-1.75953, -0.87038, -5.64477], [-1.24168, -1.32451, -4.01896], [0.75358, -1.07310, -5.22868], [0.22557, 0.31921, -6.10544], [1.54278, 0.11789, -3.35107], [1.66048, 2.61424, -3.43848], [1.01186, 2.82918, -6.15875], [0.33416, 3.90421, -4.93314], [-1.53417, 3.26899, -6.11665], [-0.97396, 1.67000, -6.48840], [1.13916, 1.43799, 5.55905], [1.21332, 1.19314, 3.79785], [1.39700, -0.13983, 5.04250], [1.74026, -0.49057, 1.44732], [-1.37648, -0.92853, 1.49746], [2.74953, 0.81598, 0.79856], [2.97389, -1.64199, 1.79229], [-2.17231, 0.44282, 0.51545], [-2.80540, -1.78314, 1.73259], [0.94920, -1.05004, -0.16516], [-0.41114, -1.75392, 0.10928], [2.75754, 2.16973, 1.24647], [3.67285, 2.87446, 0.47462], [4.22178, 1.95386, -0.49113], [3.66459, 0.71034, -0.26336], [3.88199, -1.51729, 2.86983], [4.59379, -2.70075, 2.98926], [4.07950, -3.61776, 1.99438], [3.06833, -2.96148, 1.30831], [-2.48245, 1.73090, 1.00560], [-2.73318, 2.53284, -0.07675], [-2.51464, 1.79412, -1.26366], [-2.16438, 0.49629, -0.88513], [-3.88896, -2.03992, 0.86818], [-4.77414, -2.90719, 1.50900], [-4.23114, -3.18433, 2.82613], [-3.03951, -2.48387, 2.94026], [1.65673, -1.70780, -0.69196], [0.85199, -0.19110, -0.89792], [-1.01038, -1.85780, -0.80702], [-0.23201, -2.78110, 0.47283], [2.28639, 2.42098, 2.19450], [3.93399, 3.92573, 0.57392], [4.95177, 2.20495, -1.25425], [3.84738, -0.25020, -0.72537], [3.90497, -0.60732, 3.44689], [5.35360, -2.93235, 3.72683], [4.39653, -4.64886, 1.83617], [2.38965, -3.30670, 0.53285], [-2.81687, 1.80480, 2.03721], [-2.96682, 3.59473, -0.05811], [-2.75637, 2.08866, -2.26947], [-2.15991, -0.43018, -1.46269], [-3.94333, -1.60347, -0.11726], [-5.69600, -3.32007, 1.10914], [-4.66878, -3.82930, 3.57033], [-2.32143, -2.42157, 3.73381], [-0.85935, -0.85072, 6.20077], [-1.41985, -0.03629, 5.20600], [-0.58574, 0.65535, 4.44736], [-1.03560, 1.24667, 3.43792], [-1.66912, -0.91542, 6.92271], [0.08265, -0.48363, 6.70647], [-0.60421, -1.84366, 5.73191]], "forces_ev_per_a": [[1.651, 0.523, 0.775], [-0.749, -1.475, 0.160], [-0.552, 0.304, -0.920], [-0.517, -0.104, 0.464], [0.298, -0.605, -0.185], [0.206, 0.431, -0.186], [0.630, -0.277, -0.612], [-0.513, 0.566, -0.050], [0.693, 0.769, -0.663], [0.177, 0.229, 0.100], [0.070, -0.100, 0.210], [0.607, 0.493, -0.136], [0.242, 0.176, 0.370], [0.082, 0.326, -0.303], [0.037, 0.031, 0.047], [0.273, 0.075, 0.463], [-0.189, 0.282, 0.071], [-0.305, -0.463, -0.088], [-0.091, -0.159, 0.712], [0.072, -0.532, -0.036], [0.111, -0.105, 0.090], [-0.262, 0.135, 0.524], [-0.481, 0.391, 0.029], [0.636, -0.219, 0.233], [-0.082, -0.378, -0.587], [-0.931, 2.056, -0.038], [1.365, 2.133, -0.487], [1.019, 0.676, -0.331], [1.178, -1.757, 0.318], [1.444, -0.593, 0.405], [-2.093, -1.625, 0.013], [-0.023, -0.015, -0.346], [-0.377, -0.277, -0.107], [1.043, -1.161, -0.434], [-0.555, -0.879, 0.070], [-0.428, -0.132, 0.324], [-0.517, 0.935, 0.765], [-0.291, -1.000, -0.990], [-0.930, 0.191, -0.606], [-0.516, 0.690, 0.115], [0.779, 0.554, 0.557], [-1.358, -1.090, -0.250], [0.038, 0.597, 0.276], [-1.131, 0.145, -0.829], [-1.100, -1.079, -0.117], [-0.314, -1.084, 1.237], [1.227, 0.678, 0.193], [0.822, 0.840, -0.855], [-1.037, -0.234, -1.331], [-0.275, -0.142, 0.002], [0.001, -0.955, 0.894], [0.366, -0.014, 0.154], [-0.008, 0.319, -0.063], [-0.158, 0.038, -0.564], [-0.142, -0.365, 0.037], [-0.152, -0.153, 0.185], [-0.035, 0.149, -0.025], [0.126, 0.038, -0.085], [-0.126, 0.186, -0.179], [-0.156, 0.436, 0.052], [0.348, 0.065, 0.195], [0.793, 0.354, -0.221], [-0.158, -0.297, 0.128], [0.031, 0.176, 0.311], [-0.085, 0.585, 0.179], [0.091, 0.058, 0.129], [0.256, 0.249, 0.029], [0.031, 0.074, 0.050], [0.081, 0.056, 0.140], [0.809, -1.313, 0.670], [0.343, 0.515, -0.299], [-1.030, 2.089, -3.177], [0.959, -1.307, 3.104], [0.291, -0.497, 0.256], [-1.192, 0.015, -0.636], [-0.364, 0.760, 0.700]]}

2.
{"formula": "C29H38ClF2O8PS", "method": "wB97M-V/def2-TZVPD", "fmax_ev_per_a": 0.66, "charge": 0, "smiles": "CCOP(=O)(CCCc1ccc(S)c2c1C(=O)c1c(F)c(CC(=O)F)cc(Cl)c1C2=O)OCC.CC(C)O.CC(C)O", "species": ["C", "C", "O", "P", "O", "C", "C", "C", "C", "C", "C", "C", "S", "C", "C", "C", "O", "C", "C", "F", "C", "C", "C", "O", "F", "C", "C", "Cl", "C", "C", "O", "O", "C", "C", "H", "H", "H", "H", "H", "H", "H", "H", "H", "H", "H", "H", "H", "H", "H", "H", "H", "H", "H", "H", "H", "H", "C", "C", "C", "O", "H", "H", "H", "H", "H", "H", "H", "H", "C", "C", "C", "O", "H", "H", "H", "H", "H", "H", "H", "H"], "positions_angstrom": [[-1.44529, -1.75865, -0.85182], [-2.48847, -2.81373, -1.16103], [-2.37268, -4.02312, -0.38753], [-3.02518, -4.22921, 1.06117], [-4.00432, -5.31891, 1.11251], [-3.73159, -2.65559, 1.60656], [-5.26114, -2.62835, 1.45544], [-5.77471, -1.20827, 1.18955], [-5.19421, -0.66946, -0.08635], [-5.70744, -1.14530, -1.29706], [-5.17132, -0.76931, -2.51544], [-4.06156, 0.07356, -2.58119], [-3.36199, 0.47611, -4.16454], [-3.52624, 0.56106, -1.38805], [-4.10843, 0.20683, -0.15358], [-3.48082, 0.78371, 1.07267], [-4.10002, 1.19047, 2.02110], [-1.98975, 0.83548, 1.00876], [-1.19118, 0.53337, 2.09914], [-1.74989, 0.17276, 3.26239], [0.19722, 0.53817, 2.01678], [0.99787, 0.15374, 3.23740], [2.42706, 0.59336, 3.15282], [2.91579, 1.56583, 3.61949], [3.16962, -0.27900, 2.42765], [0.77064, 0.87592, 0.79445], [-0.01051, 1.19612, -0.31319], [0.80099, 1.53608, -1.78881], [-1.39987, 1.17216, -0.21453], [-2.32758, 1.44869, -1.35340], [-2.12946, 2.32218, -2.15509], [-1.79235, -4.51238, 2.03238], [-0.50192, -3.91088, 1.85572], [0.40294, -4.74112, 0.95136], [-0.47059, -2.23720, -0.78584], [-1.63434, -1.21959, 0.07544], [-1.38866, -1.05556, -1.68236], [-2.34577, -3.13122, -2.19282], [-3.50365, -2.42201, -1.09973], [-3.46894, -2.59001, 2.66300], [-3.25258, -1.80170, 1.12723], [-5.69644, -2.97026, 2.39144], [-5.60586, -3.31101, 0.68237], [-5.53160, -0.57679, 2.03692], [-6.86101, -1.22905, 1.10701], [-6.54242, -1.83386, -1.28036], [-5.58451, -1.14912, -3.43916], [-3.12760, -0.79174, -4.52108], [0.96423, -0.93269, 3.34048], [0.56491, 0.57428, 4.14025], [1.84478, 0.87905, 0.68057], [-0.07231, -3.85705, 2.85343], [-0.59628, -2.88202, 1.51077], [-0.08747, -5.68300, 0.71959], [0.59449, -4.25127, 0.00065], [1.35690, -4.94332, 1.43017], [6.06330, 1.34299, 2.03679], [7.22580, 2.31951, 2.10527], [7.31619, 2.98783, 3.46864], [7.12188, 3.30021, 1.07303], [5.11750, 1.86487, 2.19686], [6.01651, 0.86917, 1.05530], [6.15124, 0.56385, 2.79508], [8.15882, 1.79259, 1.89907], [6.40387, 3.55575, 3.67058], [8.15742, 3.68023, 3.49975], [7.44032, 2.25145, 4.26370], [6.30684, 3.79208, 1.22073], [2.57904, 3.79492, -5.78934], [2.67562, 3.50375, -4.30045], [3.88405, 4.17546, -3.66793], [2.70317, 2.09513, -4.06351], [3.46311, 3.41209, -6.30720], [1.70255, 3.30900, -6.21752], [2.51090, 4.86668, -5.97896], [1.76742, 3.85080, -3.80464], [4.80576, 3.80342, -4.12406], [3.92792, 3.95762, -2.60081], [3.85063, 5.25727, -3.80184], [3.49261, 1.73765, -4.48381]], "forces_ev_per_a": [[0.152, -0.637, 0.055], [-0.047, -0.112, -0.493], [0.254, 0.484, 0.307], [-0.356, -0.348, -0.010], [0.162, 0.120, 0.026], [0.033, -0.175, 0.197], [0.026, 0.315, 0.125], [0.035, -0.024, 0.125], [-0.154, 0.265, -0.292], [0.123, 0.135, -0.109], [0.088, -0.031, 0.174], [0.013, 0.061, 0.164], [0.231, 0.148, 0.008], [-0.442, -0.128, 0.097], [-0.147, -0.103, -0.277], [0.036, 0.031, -0.099], [-0.089, -0.031, 0.231], [0.218, 0.288, 0.166], [0.039, 0.117, -0.187], [-0.023, -0.007, -0.005], [-0.068, 0.159, -0.264], [-0.067, -0.297, -0.027], [0.138, 0.443, 0.251], [-0.118, -0.441, -0.230], [-0.004, 0.059, 0.036], [-0.241, -0.070, 0.188], [-0.240, 0.076, 0.189], [0.076, -0.024, -0.102], [0.387, 0.211, 0.353], [-0.011, 0.025, 0.046], [0.023, 0.106, -0.191], [0.112, 0.092, -0.258], [0.208, -0.118, 0.249], [-0.148, 0.091, -0.181], [0.168, -0.036, 0.028], [0.086, -0.271, -0.214], [-0.083, 0.047, 0.023], [-0.042, -0.138, -0.029], [0.037, -0.010, 0.134], [0.020, 0.056, 0.067], [-0.006, -0.136, -0.057], [-0.101, -0.184, -0.031], [0.069, -0.072, -0.103], [0.002, 0.122, -0.002], [-0.066, -0.003, -0.029], [-0.051, -0.017, 0.031], [-0.087, -0.010, -0.010], [-0.152, -0.123, -0.058], [0.066, -0.045, 0.040], [-0.043, 0.155, -0.019], [0.069, 0.010, -0.041], [-0.090, -0.051, 0.130], [-0.123, 0.098, -0.156], [0.032, -0.117, 0.104], [0.018, 0.084, -0.081], [0.068, -0.048, 0.027], [0.010, -0.028, -0.178], [-0.156, 0.027, 0.136], [0.072, 0.060, -0.029], [0.067, -0.047, -0.026], [0.016, 0.021, 0.097], [0.053, -0.011, 0.008], [-0.011, 0.014, 0.019], [0.022, 0.018, -0.050], [-0.031, -0.040, 0.019], [0.010, -0.013, -0.006], [-0.013, -0.009, -0.001], [-0.004, 0.016, -0.013], [-0.065, -0.077, -0.012], [0.144, 0.070, -0.089], [-0.015, -0.056, 0.078], [-0.086, 0.015, 0.023], [0.029, 0.040, 0.008], [-0.011, 0.009, 0.015], [0.012, 0.007, 0.007], [-0.028, -0.032, 0.019], [0.002, 0.030, -0.035], [-0.016, 0.004, 0.001], [-0.001, 0.003, -0.014], [0.010, -0.013, 0.004]]}

3.
{"formula": "C29H38CuNO3P2Si", "method": "wB97M-V/def2-TZVPD", "s_squared": 0.76, "de_lowest_kj_mol": 0.0, "fmax_ev_per_a": 2.34, "spin_multiplicity": 2, "charge": 1, "species": ["Cu", "P", "C", "C", "N", "C", "C", "C", "C", "C", "P", "H", "H", "H", "H", "H", "H", "H", "H", "O", "H", "H", "O", "H", "C", "H", "H", "H", "C", "H", "H", "H", "C", "H", "H", "H", "C", "H", "H", "H", "O", "Si", "C", "C", "C", "C", "C", "C", "C", "C", "C", "C", "C", "C", "C", "C", "C", "C", "C", "C", "H", "H", "H", "H", "H", "H", "H", "H", "H", "H", "H", "H", "H", "H", "H"], "positions_angstrom": [[-0.21724, 0.87982, -0.75460], [-2.02569, 1.47050, 0.31342], [-2.32228, 3.28019, 0.13792], [-1.00940, 4.02528, 0.17819], [0.04337, 3.34578, -0.28848], [1.21401, 3.95777, -0.49206], [1.42386, 5.28532, -0.09107], [0.35119, 5.98895, 0.46271], [-0.88849, 5.36954, 0.58195], [2.26436, 3.10758, -1.18826], [1.38146, 1.73180, -2.03654], [-1.76866, 5.87412, 0.98546], [2.40790, 5.72922, -0.21481], [0.48213, 7.01698, 0.78479], [2.84825, 3.70039, -1.90848], [2.94949, 2.66358, -0.44430], [-2.76844, 3.36517, -0.90750], [-3.03324, 3.63907, 0.89827], [-2.45113, 2.10599, -2.85772], [-3.05706, 2.83284, -2.48506], [-3.35667, 3.40973, -3.20996], [-1.13902, 0.35548, -2.63001], [-1.53093, 0.91492, -3.37436], [-2.01368, 0.29706, -3.94760], [1.07202, 2.51542, -3.64991], [1.98326, 3.02582, -3.99992], [0.77156, 1.74682, -4.37271], [0.24223, 3.23101, -3.56704], [2.73996, 0.57592, -2.32930], [2.42439, -0.16796, -3.06924], [3.62481, 1.12454, -2.67684], [2.95603, 0.06072, -1.38687], [-1.82944, 1.30103, 2.11812], [-2.50786, 2.01670, 2.60936], [-2.06155, 0.26933, 2.42587], [-0.78690, 1.53124, 2.38179], [-3.67636, 0.77126, 0.03443], [-3.64945, -0.31545, 0.19968], [-4.38976, 1.22172, 0.73888], [-3.99255, 0.99688, -0.99346], [0.69024, -0.28641, 0.40766], [0.61500, -1.83136, 0.79338], [-1.08440, -2.35348, 1.41688], [-1.28881, -2.78287, 2.73106], [-2.56381, -3.17938, 3.15447], [-3.63568, -3.17569, 2.25778], [-3.42499, -2.77983, 0.93216], [-2.15093, -2.38350, 0.50772], [0.96759, -2.97394, -0.64518], [1.32188, -4.30917, -0.41097], [1.57241, -5.16916, -1.48968], [1.45584, -4.70632, -2.80271], [1.06433, -3.38236, -3.03393], [0.82273, -2.51516, -1.95948], [1.85962, -2.01941, 2.15327], [1.66451, -1.27992, 3.33288], [2.59268, -1.38508, 4.38004], [3.74466, -2.17043, 4.22385], [3.95369, -2.86693, 3.02792], [3.03006, -2.76680, 1.97613], [-0.44701, -2.82671, 3.42601], [-2.71284, -3.48625, 4.19144], [-4.63074, -3.49005, 2.58457], [-4.25271, -2.78044, 0.22067], [-1.98517, -2.11202, -0.54088], [1.40286, -4.67805, 0.61656], [1.87494, -6.19588, -1.28881], [1.65757, -5.37752, -3.64079], [0.92624, -3.01975, -4.05312], [0.51667, -1.48090, -2.15910], [0.78278, -0.63414, 3.45003], [2.41820, -0.84601, 5.31203], [4.47435, -2.24618, 5.03499], [4.84703, -3.48061, 2.89257], [3.21676, -3.28038, 1.02580]], "forces_ev_per_a": [[0.699, 0.710, 1.080], [-1.774, 0.191, 1.508], [0.174, 0.184, -0.520], [-0.285, 0.476, 0.148], [-0.283, 0.196, -0.364], [0.393, 0.503, 0.271], [-0.285, -0.550, -0.175], [0.051, -0.283, -0.055], [-0.112, -0.698, -0.078], [-0.385, -0.001, 0.824], [1.699, 0.051, -1.070], [0.379, -0.035, -0.173], [-0.232, 0.021, -0.005], [-0.012, -0.111, -0.039], [-0.142, -0.277, 0.236], [-0.178, 0.196, -0.252], [0.516, 0.216, 1.444], [0.199, -0.217, -0.230], [-1.032, 1.270, 0.236], [0.249, -0.521, -1.391], [0.268, -0.501, 0.303], [-0.817, 0.752, -1.587], [0.708, -1.505, 0.859], [0.127, 0.069, 0.192], [-0.262, -0.082, -0.298], [-0.335, -0.194, 0.119], [0.104, 0.242, 0.136], [0.274, -0.124, -0.014], [0.141, 0.004, -0.166], [0.210, 0.097, 0.112], [-0.131, -0.294, -0.009], [-0.003, 0.052, -0.164], [0.335, -0.123, 0.056], [0.214, -0.341, -0.119], [0.132, 0.327, -0.087], [-0.319, -0.094, 0.052], [-0.159, -0.143, -0.293], [-0.015, 0.416, -0.058], [0.194, -0.083, -0.179], [0.014, -0.103, 0.303], [-0.465, 1.570, -1.081], [-0.213, -1.163, 0.472], [0.301, -0.009, -0.223], [-0.516, -0.079, 0.058], [0.067, 0.046, -0.050], [0.168, 0.117, -0.047], [0.159, 0.021, -0.099], [-0.408, -0.135, 0.523], [-0.038, 0.301, 0.066], [-0.011, -0.149, -0.645], [0.023, 0.227, 0.281], [-0.111, 0.242, 0.160], [-0.127, 0.076, 0.095], [0.223, -0.767, -0.257], [0.215, 0.239, -0.153], [0.536, -0.406, 0.458], [-0.038, 0.074, -0.345], [-0.303, -0.129, -0.210], [-0.006, 0.188, -0.192], [0.120, -0.025, 0.715], [-0.320, 0.061, -0.171], [-0.004, 0.017, -0.326], [0.365, 0.121, -0.115], [0.163, -0.091, 0.206], [-0.076, -0.077, 0.270], [-0.025, 0.065, -0.393], [-0.101, 0.189, -0.130], [-0.083, 0.248, 0.275], [0.116, -0.149, 0.178], [0.155, -0.270, 0.095], [0.363, -0.349, -0.043], [0.114, -0.112, -0.237], [-0.296, 0.019, -0.284], [-0.223, 0.234, 0.116], [-0.042, 0.165, 0.484]]}

| no. | total energy (hartree) |
| --- | --- |
| 1 | -2857.42289 |
| 2 | -3129.33467 |
| 3 | -4020.89664 |